[1]
Formula: C8H13NO3S2
Source: the OMol25 dataset
Level of theory: ωB97M-V/def2-TZVPD

gap between HOMO and LUMO (alpha / beta): 8.473 / 5.162 eV
energy: -1389.1753 hartree
strongest force on any atom: 0.07600 hartree/bohr
multiplicity: 1
energy above the lowest of the compared OMol25 structures with the same formula, charge and spin: 170.6 kcal per mole

CARTESIAN COORDINATES (ANGSTROEM)
C: -1.17 -0.89 -1.05
C: -0.01 -0.42 -1.51
C: 1.25 -0.95 0.30
C: -2.87 1.30 -1.29
C: -3.81 1.70 -0.14
C: 3.22 0.94 0.24
C: 2.68 -1.43 0.64
C: 3.74 -0.48 0.17
N: -3.19 -0.48 1.02
O: 0.38 -0.72 1.14
O: -2.34 -1.40 1.49
O: 1.22 -0.85 -0.99
S: -2.88 -0.55 -1.47
S: -2.98 1.11 1.33
H: -1.19 -1.78 -0.42
H: -3.33 1.73 -2.34
H: -1.75 1.55 -1.21
H: -3.88 2.84 0.11
H: -4.90 1.24 -0.24
H: 2.31 1.17 0.78
H: 3.93 1.52 0.74
H: 2.89 1.19 -0.80
H: 2.54 -1.34 1.77
H: 2.84 -2.57 0.42
H: 4.55 -0.71 0.85
H: 4.09 -0.67 -0.92
H: -1.35 -1.05 1.40

Results of the Mulliken charge analysis, in e, for atoms 1 through 2:
1. C -0.18
2. C -0.61



[2]
Formula: C4H5NO2
Source: the OMol25 dataset
Level of theory: ωB97M-V/def2-TZVPD

gap between HOMO and LUMO: 10.680 eV
SMILES: O=[N+]([O-])[C@H]1C=CC1
energy: -360.4682 hartree
strongest force on any atom: 0.08462 hartree/bohr
multiplicity: 1
energy above the lowest of the compared OMol25 structures with the same formula, charge and spin: 126.3 kcal per mole

CARTESIAN COORDINATES (ANGSTROEM)
O: 0.60 -0.61 -2.10
N: 0.72 0.43 -1.46
O: 0.97 1.53 -1.93
C: 0.56 0.47 -0.05
C: -1.14 0.60 0.20
C: -1.13 -0.53 0.90
C: 0.36 -0.85 0.75
H: 1.19 1.25 0.42
H: -1.75 1.43 -0.10
H: -2.09 -1.04 1.33
H: 1.00 -0.87 1.67
H: 0.73 -1.81 0.37

Results of the Mulliken charge analysis, in e, for atoms 1 through 2:
1. O -0.55
2. N 0.86